[1]
{"formula": "C36H29AsN4O6S3Ti", "method": "ωB97M-V/def2-TZVPD", "fmax_ev_per_a": 2.5, "e_homo_ev": [0.364, -1.823], "mol_weight_g_mol": 832.6, "charge": -2, "spin_multiplicity": 3, "e_tot_ev": -172512.1750, "s2": 2.04, "species": ["Ti", "O", "C", "O", "C", "C", "C", "C", "C", "O", "C", "C", "O", "O", "H", "H", "H", "H", "H", "H", "H", "H", "N", "C", "C", "C", "C", "C", "C", "N", "C", "C", "C", "S", "C", "N", "H", "H", "H", "H", "H", "H", "H", "S", "C", "C", "C", "C", "C", "C", "As", "C", "C", "C", "C", "C", "C", "C", "C", "C", "C", "C", "C", "H", "H", "H", "H", "H", "H", "H", "H", "H", "H", "H", "H", "H", "H", "O", "S", "N"], "positions_angstrom": [[1.0888, 0.9916, -1.0057], [3.4876, -2.5482, -0.6718], [2.8973, -1.5627, -0.2394], [2.0094, -0.9000, -0.8985], [3.0842, -1.1546, 1.2086], [1.7034, -1.1895, 1.8875], [1.8447, -1.2327, 3.4073], [2.2723, 0.2294, 3.7080], [2.3003, 0.8300, 2.3038], [1.2039, 0.1409, 1.6593], [3.5258, 0.3170, 1.5183], [3.8337, 1.2225, 0.3460], [4.9495, 1.6751, 0.1875], [2.8022, 1.5605, -0.3877], [3.7688, -1.8739, 1.6536], [1.0258, -1.9166, 1.4603], [2.5813, -1.9753, 3.7205], [0.8892, -1.4742, 3.8768], [3.2448, 0.3024, 4.1987], [1.5308, 0.7476, 4.3150], [2.1512, 1.9024, 2.2557], [4.4225, 0.3289, 2.1346], [0.8159, 4.8491, 1.2393], [0.1907, 4.2301, 2.3120], [-0.1463, 4.6702, 3.5758], [-0.8217, 3.7785, 4.4212], [-1.1453, 2.4981, 3.9721], [-0.7948, 2.0592, 2.6938], [-0.0971, 2.9228, 1.8522], [0.3639, 2.7353, 0.5772], [0.8851, 3.9304, 0.1966], [1.3212, 4.2246, -1.0826], [1.7872, 5.4307, -1.6499], [2.0140, 5.1893, -3.3517], [1.4946, 3.5615, -3.2014], [1.1825, 3.1780, -2.0181], [1.1673, 5.7866, 1.2040], [0.0928, 5.6769, 3.9018], [-1.1082, 4.0911, 5.4181], [-1.6858, 1.8255, 4.6294], [-1.0513, 1.0675, 2.3470], [2.0848, 6.3453, -1.1663], [1.4286, 2.9112, -4.0621], [-1.7297, 1.6992, -1.3630], [-3.0130, 0.5996, -0.9310], [-4.3399, 1.0633, -0.7843], [-5.3799, 0.2049, -0.4734], [-5.1518, -1.1592, -0.2821], [-3.8543, -1.6358, -0.4072], [-2.8083, -0.7779, -0.7290], [-0.9660, -1.2852, -0.9077], [-0.9700, -1.7856, -2.8142], [-1.9211, -1.2960, -3.6964], [-1.8550, -1.6220, -5.0497], [-0.8416, -2.4421, -5.5259], [0.1163, -2.9302, -4.6432], [0.0553, -2.5933, -3.2972], [-1.1027, -3.1274, -0.1746], [-1.0492, -4.3517, -0.8302], [-1.1511, -5.5476, -0.1194], [-1.3175, -5.5458, 1.2570], [-1.3914, -4.3326, 1.9268], [-1.2799, -3.1466, 1.2132], [-4.5253, 2.1229, -0.9206], [-6.3844, 0.6038, -0.3711], [-5.9656, -1.8330, -0.0412], [-3.6593, -2.6924, -0.2627], [-2.7055, -0.6434, -3.3372], [-2.5947, -1.2191, -5.7319], [-0.7862, -2.6866, -6.5805], [0.9278, -3.5524, -5.0028], [0.8371, -2.9328, -2.6244], [-0.9346, -4.3974, -1.9040], [-1.0977, -6.4879, -0.6567], [-1.3888, -6.4792, 1.8033], [-1.5310, -4.3049, 3.0015], [-1.3584, -2.2078, 1.7519], [3.4760, 0.5162, -3.3580], [2.0963, 0.2711, -3.7431], [0.9494, 0.5525, -2.8379]], "atomic_forces_ev_per_a": [[-0.82, 0.81, 2.27], [0.06, -0.02, 0.10], [-0.30, 0.10, -0.59], [0.08, -0.03, 0.13], [0.06, 0.17, 0.29], [0.00, 0.26, -0.07], [0.09, 0.04, 0.12], [0.06, -0.11, 0.07], [-0.07, -0.15, -0.22], [0.34, -0.08, 0.13], [-0.12, -0.28, 0.25], [-0.74, 0.46, -0.79], [0.33, -0.02, 0.09], [0.96, -0.03, 0.44], [0.05, 0.01, 0.05], [-0.12, -0.08, -0.07], [-0.02, 0.02, 0.02], [0.01, 0.01, -0.01], [-0.03, -0.01, 0.01], [-0.01, 0.00, 0.02], [-0.06, 0.01, -0.05], [0.02, -0.09, 0.09], [-0.04, -0.06, 0.23], [0.09, 0.13, -0.24], [0.00, 0.02, 0.05], [0.00, -0.10, -0.13], [0.10, 0.10, -0.11], [-0.12, -0.09, 0.19], [-0.13, -0.16, -0.16], [0.38, 0.06, 0.05], [-0.20, -0.15, 0.36], [-0.02, -0.20, -0.58], [-0.10, -0.27, 0.06], [0.08, 0.25, -0.09], [-0.08, -0.23, -0.09], [0.16, 0.34, 0.71], [-0.05, -0.01, -0.01], [0.00, -0.01, 0.00], [0.01, 0.01, 0.00], [0.00, 0.01, -0.01], [0.00, 0.03, 0.01], [-0.01, -0.03, -0.01], [0.04, 0.01, 0.03], [-0.26, -0.23, -0.12], [-0.11, 0.26, -0.01], [-0.05, -0.04, 0.02], [0.11, 0.05, -0.01], [0.07, 0.06, -0.02], [-0.13, 0.05, -0.05], [-0.07, -0.01, 0.13], [0.21, -0.48, -0.65], [0.04, 0.01, 0.27], [-0.03, -0.08, -0.20], [0.01, 0.03, 0.14], [0.04, -0.01, 0.09], [-0.07, 0.05, 0.03], [0.15, -0.01, -0.06], [-0.10, 0.21, 0.49], [-0.01, -0.11, 0.02], [0.02, 0.09, -0.07], [0.01, -0.02, -0.04], [0.02, 0.12, -0.08], [-0.06, -0.14, 0.10], [0.00, -0.03, 0.00], [0.01, 0.00, -0.01], [0.00, 0.01, 0.01], [0.02, 0.00, 0.00], [-0.03, 0.04, 0.02], [0.00, 0.00, 0.00], [-0.01, 0.00, 0.00], [-0.01, 0.02, 0.00], [0.02, 0.05, -0.02], [0.01, 0.06, -0.04], [0.00, 0.01, 0.00], [0.00, 0.00, -0.01], [0.00, 0.00, -0.01], [0.05, 0.06, 0.00], [0.55, 0.07, 0.29], [-0.83, -0.29, -0.81], [0.55, -0.44, -1.97]]}

[2]
{"formula": "C5H9NO3", "method": "ωB97M-V/def2-TZVPD", "fmax_ev_per_a": 2.5, "smiles": "CC(=O)C=O.C=NOC", "e_homo_ev": -9.536, "mol_weight_g_mol": 131.1, "e_tot_ev": -12960.1040, "species": ["C", "C", "O", "C", "O", "H", "H", "H", "H", "C", "N", "O", "C", "H", "H", "H", "H", "H"], "positions_angstrom": [[-2.1687, 0.3631, -0.7981], [-1.3797, 0.8902, 0.3607], [-1.2765, 2.0582, 0.6492], [-0.6244, -0.1542, 1.1789], [-0.8276, -1.3566, 1.0929], [-2.6239, -0.5899, -0.5363], [-2.9254, 1.0816, -1.1010], [-1.4769, 0.1836, -1.6213], [-0.0866, 0.2869, 2.0322], [0.9866, -2.1108, -0.6091], [1.7128, -1.1373, -0.3209], [1.0174, 0.1628, -0.2285], [1.9181, 1.1593, 0.2303], [-0.1285, -2.0247, -0.6728], [1.4769, -3.0698, -0.6689], [2.6556, 1.3763, -0.5456], [2.4243, 0.8261, 1.1389], [1.3265, 2.0553, 0.4193]], "atomic_forces_ev_per_a": [[-0.19, 0.03, 0.13], [0.11, -0.03, -0.51], [-0.02, -0.19, 0.16], [-0.96, -1.11, 0.95], [-0.17, 1.33, 0.39], [-0.02, -0.04, -0.02], [0.05, 0.04, -0.04], [0.04, 0.01, -0.06], [0.29, 0.02, -0.10], [-2.28, 0.20, -0.08], [1.16, 2.18, 0.33], [0.25, -1.89, -0.61], [0.48, -0.07, -0.13], [1.23, -0.28, -0.44], [0.15, -0.07, -0.03], [0.01, -0.04, 0.08], [-0.04, 0.09, -0.04], [-0.07, -0.16, 0.04]]}

[3]
{"formula": "C3H10N2S", "method": "ωB97M-V/def2-TZVPD", "fmax_ev_per_a": 1.8, "smiles": "N/C=C/N.CS", "e_homo_ev": -7.718, "mol_weight_g_mol": 106.2, "e_tot_ev": -17087.3185, "species": ["N", "C", "C", "N", "H", "H", "H", "H", "H", "H", "C", "S", "H", "H", "H", "H"], "positions_angstrom": [[-0.9536, -0.4064, -0.7363], [0.3677, -0.9195, -0.5731], [1.1799, -1.2360, -1.5768], [2.5438, -1.5214, -1.4286], [-1.2059, -0.2543, -1.7041], [-1.6731, -0.9440, -0.2680], [0.7472, -0.8897, 0.4424], [0.8260, -1.1764, -2.6009], [2.7781, -1.8035, -0.4864], [2.8795, -2.2219, -2.0751], [-1.2754, 2.0754, 2.3462], [-1.4121, 2.2871, 0.5380], [-0.6978, 2.9048, 2.7450], [-2.2635, 2.0521, 2.8009], [-0.7724, 1.1406, 2.5905], [-1.0686, 0.9132, -0.0137]], "atomic_forces_ev_per_a": [[0.26, -0.44, -0.10], [0.12, -0.05, -0.13], [-0.08, 0.14, 0.10], [-0.03, -0.21, -0.03], [-0.04, -0.05, -0.01], [0.04, -0.13, -0.09], [-0.14, -0.10, 0.05], [0.04, -0.10, -0.01], [0.07, 0.10, 0.00], [-0.04, 0.09, -0.03], [-0.03, -0.27, -0.26], [0.26, -0.70, -0.35], [-0.02, -0.02, 0.10], [0.02, 0.09, 0.03], [0.07, 0.06, 0.01], [-0.49, 1.59, 0.72]]}

[4]
{"formula": "H2N3O7S2", "method": "ωB97M-V/def2-TZVPD", "fmax_ev_per_a": 4.7, "e_homo_ev": -6.258, "mol_weight_g_mol": 220.2, "charge": -1, "e_tot_ev": -40502.0947, "species": ["N", "N", "N", "O", "O", "O", "O", "O", "O", "O", "S", "S", "H", "H"], "positions_angstrom": [[-2.2736, 0.5622, -0.3200], [-0.0119, -0.5534, 0.4141], [1.9777, -1.4216, -0.7506], [2.2880, -2.0979, 0.1259], [1.7396, 1.3014, 1.2687], [1.3163, -1.6837, -1.6884], [-2.1226, -0.8218, 1.6745], [-0.9522, 1.3968, 1.6197], [2.3464, -0.1035, -0.7111], [0.4985, 1.5671, -0.8903], [-1.2966, 0.1147, 0.9819], [0.9556, 0.7580, 0.1926], [-1.7295, 1.1575, -1.0157], [-2.7357, -0.1759, -0.9013]], "atomic_forces_ev_per_a": [[0.30, 0.84, -2.19], [2.49, 1.44, 0.20], [-0.45, 2.55, -2.03], [1.73, -2.74, 3.36], [-0.87, -0.50, -0.79], [-1.18, -1.32, -2.44], [0.17, -0.46, 0.37], [-0.73, -1.40, -0.59], [-0.87, 0.77, 1.37], [-0.12, 0.71, 0.06], [-2.95, 1.72, 0.41], [2.30, -1.13, -0.60], [-0.71, -0.90, 1.48], [0.88, 0.42, 1.37]]}